Density functional theory data (the ωB97M-V functional and the def2-TZVPD basis) for one molecule with the formula C7H8BrNS at a distorted geometry.

```
18
Properties=species:S:1:pos:R:3:forces:R:3
C 0.955 -0.510 0.262 -3.15 -3.43 0.77
C -0.234 1.438 -0.199 -1.39 1.59 0.53
C 2.031 0.017 -0.327 1.34 -0.94 0.18
C 0.912 2.098 -0.582 -0.10 -3.84 0.25
C -0.300 0.137 0.222 0.93 0.06 0.52
C 2.036 1.315 -0.741 1.64 1.49 -0.20
C -1.632 -0.459 0.578 1.48 -2.71 -2.18
N 2.551 -1.485 -3.106 -0.54 -0.91 1.17
S 3.578 1.875 -1.384 -0.72 -0.64 -0.98
Br 3.228 0.101 -3.366 1.17 0.57 0.05
H 1.003 -1.610 0.588 -0.16 1.73 -0.40
H -1.138 2.068 -0.177 0.20 -0.50 -0.10
H 2.857 -0.662 -0.497 0.37 0.46 0.26
H 0.749 2.980 -1.016 0.19 3.77 -1.28
H -2.096 -0.826 -0.424 0.68 0.27 1.73
H -1.410 -1.341 1.237 -0.89 0.83 -0.44
H -2.294 0.262 0.938 -1.01 0.95 1.07
H 3.167 -2.137 -2.543 -0.04 1.24 -0.96
```
Forces are in eV/Å.

Summary:
Kohn-Sham gap (spin up / spin down): 6.27 / 6.40 eV
E_HOMO (spin up / spin down): -8.15 / -8.48 eV


Density functional theory data (the ωB97M-V functional and the def2-TZVPD basis) for C35H22Cl3IrN5O2 as an isolated structure.

```
68
Properties=species:S:1:pos:R:3:forces:R:3
Ir 0.220 -1.936 -1.331 0.15 -0.13 -0.91
C 4.018 -3.844 -0.886 -0.03 -0.03 0.00
C 4.969 -2.828 -0.925 0.03 0.04 0.00
C 4.541 -1.532 -1.046 0.02 -0.07 0.02
C 3.172 -1.235 -1.146 -0.02 0.10 0.01
N 2.263 -2.234 -1.152 0.03 -0.06 0.00
C 2.694 -3.507 -0.998 0.04 0.03 -0.03
N 2.881 0.111 -1.194 0.06 -0.11 -0.02
C 1.721 0.614 -1.407 -0.17 0.07 -0.04
N 0.535 -0.018 -1.689 -0.01 0.07 0.26
C -0.481 0.902 -1.757 0.14 0.03 0.02
N -1.745 0.721 -1.876 -0.08 -0.10 -0.07
C -2.407 -0.481 -1.755 0.08 0.11 0.06
C -3.800 -0.407 -1.910 -0.05 -0.05 0.02
C -4.592 -1.485 -1.608 -0.02 0.06 -0.02
C -3.990 -2.643 -1.120 0.03 -0.04 0.01
C -2.623 -2.683 -1.037 -0.01 0.02 -0.04
N -1.829 -1.651 -1.406 0.03 -0.03 -0.03
C 0.116 2.247 -1.617 -0.08 0.02 -0.04
C -0.460 3.502 -1.626 0.02 -0.03 0.01
C 0.380 4.583 -1.380 0.04 0.00 -0.01
C 1.740 4.401 -1.130 -0.04 -0.01 -0.13
C 2.308 3.132 -1.125 -0.10 0.02 -0.25
C 1.466 2.068 -1.376 0.10 0.02 -0.12
H 4.292 -4.881 -0.766 0.00 0.00 0.00
H 6.025 -3.052 -0.848 0.00 0.00 0.00
H 5.224 -0.695 -1.058 -0.01 0.00 0.00
H 1.916 -4.254 -0.967 0.03 0.00 0.01
H -4.209 0.541 -2.226 0.01 0.00 0.00
H -5.667 -1.422 -1.714 0.00 0.00 0.00
H -4.565 -3.505 -0.817 0.00 0.00 0.00
H -2.108 -3.557 -0.670 -0.01 -0.01 0.00
H -1.519 3.627 -1.802 0.00 0.00 -0.01
H -0.029 5.585 -1.371 0.00 0.01 0.00
H 2.360 5.264 -0.929 -0.01 0.01 0.01
H 3.358 2.974 -0.916 -0.04 0.01 -0.07
C 0.113 -1.313 0.496 -0.18 0.02 0.17
C -0.088 -0.449 1.341 0.13 -0.21 -0.01
C -0.286 0.603 2.224 -0.12 0.14 0.07
C 0.694 1.694 2.201 -0.01 -0.07 -0.07
C 0.321 3.028 2.414 0.00 0.03 0.00
C 1.246 4.051 2.294 0.04 -0.03 0.03
C 2.564 3.772 1.958 0.02 -0.08 0.19
C 2.946 2.456 1.730 -0.02 -0.02 0.27
C 2.023 1.431 1.843 0.08 0.02 0.11
C -1.516 0.649 3.013 0.03 -0.03 0.01
C -1.595 1.345 4.226 0.00 0.00 -0.01
C -2.765 1.348 4.968 0.01 0.01 0.00
C -3.885 0.660 4.519 0.00 0.00 0.00
C -3.818 -0.045 3.324 0.00 0.00 0.00
C -2.650 -0.056 2.584 -0.01 0.01 -0.01
H -0.711 3.264 2.639 0.00 0.00 0.01
H 0.932 5.075 2.452 0.00 0.01 -0.01
H 3.286 4.574 1.868 0.01 0.01 -0.01
H 3.969 2.226 1.458 0.00 -0.02 0.00
H 2.319 0.408 1.651 0.01 0.01 0.01
H -0.723 1.862 4.602 0.01 0.01 -0.01
H -2.799 1.884 5.908 0.00 0.00 0.00
H -4.798 0.667 5.100 0.00 0.00 0.00
H -4.683 -0.589 2.966 0.00 0.00 0.00
H -2.600 -0.609 1.653 0.00 0.00 0.01
Cl 0.212 -5.270 -4.911 0.04 -0.02 0.01
C -0.504 -4.122 -3.793 -0.09 0.00 -0.01
Cl -2.148 -3.713 -4.304 0.02 0.00 0.04
Cl 0.483 -2.613 -3.855 -0.07 0.08 0.27
C -0.564 -4.745 -2.337 0.08 0.01 -0.04
O -1.048 -5.847 -2.277 -0.01 0.03 -0.02
O -0.101 -4.044 -1.373 -0.07 0.14 0.35
```
Forces are in eV/Å.

Summary:
Kohn-Sham gap (spin up / spin down): 5.53 / 7.31 eV
spin multiplicity: 2
⟨S²⟩: 0.79
E_HOMO (spin up / spin down): -6.47 / -8.28 eV